{
  "formula": "C5H8O2",
  "method": "ωB97M-V with the def2-TZVPD basis set",
  "symbols": ["O", "C", "C", "C", "C", "C", "O", "H", "H", "H", "H", "H", "H", "H", "H"],
  "xyz": [[2.2786, 0.5306, -0.0537], [1.3735, -0.5497, 0.0340], [0.1075, -0.0838, 0.7442], [-0.5931, 1.1208, 0.0653], [-1.6526, 0.1799, -0.5690], [-1.0753, -0.9478, 0.2907], [-1.4098, -2.0776, 0.5248], [3.0051, 0.2562, -0.6255], [1.8007, -1.3956, 0.5917], [1.1099, -0.9198, -0.9710], [0.2693, -0.0176, 1.8250], [-1.0301, 1.8178, 0.7854], [0.0470, 1.6772, -0.6226], [-1.5250, 0.0050, -1.6437], [-2.7057, 0.4045, -0.3757]],
  "atomic_forces_ev_per_a": [[0.261, 0.006, -0.083], [-0.279, -0.342, -0.015], [0.077, -0.030, 0.101], [0.034, 0.205, -0.009], [-0.111, -0.009, -0.046], [-0.127, -0.455, 0.029], [0.122, 0.543, -0.075], [-0.042, 0.133, 0.133], [-0.048, 0.129, -0.108], [0.061, 0.099, 0.107], [-0.031, 0.006, -0.158], [0.102, -0.123, -0.109], [-0.150, -0.099, 0.073], [-0.012, -0.027, 0.197], [0.144, -0.036, -0.035]],
  "gap_ha": 0.37859,
  "de_lowest_ev": 1.229,
  "charge": 0,
  "smiles": "O=C1CC[C@@H]1CO",
  "mol_weight_da": 100.1
}

---

{
  "formula": "C5H8O2",
  "method": "ωB97M-V with the def2-TZVPD basis set",
  "symbols": ["O", "C", "C", "C", "O", "C", "C", "H", "H", "H", "H", "H", "H", "H", "H"],
  "xyz": [[2.6382, 0.4686, 0.4475], [1.2965, 0.6592, 0.7904], [0.5324, 1.0792, -0.3924], [-1.0727, -0.6013, 0.1304], [-1.8142, 0.0027, 1.0987], [-1.5547, -1.2047, -0.9589], [0.3799, -0.3427, 0.1283], [3.0207, -0.2268, 0.9909], [1.1030, 1.0816, 1.7728], [-0.3330, 1.7082, -0.1941], [1.0138, 1.2272, -1.3437], [-2.6823, 0.1822, 0.7123], [-2.5908, -1.4670, -1.0897], [-0.8735, -1.3989, -1.7812], [0.9366, -1.1675, -0.3113]],
  "atomic_forces_ev_per_a": [[0.253, -0.179, 0.347], [-0.221, 0.242, 0.148], [0.254, 0.357, -0.215], [-0.005, -0.265, -0.244], [-0.144, -0.078, 0.053], [-0.145, -0.174, 0.138], [-0.042, 0.005, -0.325], [-0.006, -0.028, 0.105], [-0.023, -0.019, -0.097], [0.103, -0.235, -0.148], [0.341, 0.193, 0.030], [0.053, -0.151, 0.269], [-0.250, 0.146, 0.011], [-0.134, -0.284, 0.244], [-0.034, 0.471, -0.317]],
  "gap_ha": 0.33917,
  "de_lowest_ev": 2.576,
  "charge": 0,
  "smiles": "C=C(O)[C@H]1C[C@@H]1O",
  "mol_weight_da": 100.1
}

---

{
  "formula": "C5H8O2",
  "method": "ωB97M-V with the def2-TZVPD basis set",
  "symbols": ["C", "C", "O", "C", "C", "C", "O", "H", "H", "H", "H", "H", "H", "H", "H"],
  "xyz": [[-0.7719, 0.7748, 1.0846], [1.2799, 0.1892, -0.6004], [2.1546, 0.6017, 0.2735], [0.7857, -1.2217, -0.4482], [-0.7109, -0.9604, -0.7796], [-0.9099, 0.5198, -0.4254], [-1.3407, 1.3783, -1.1619], [-0.1792, 0.0435, 1.6467], [-0.4076, 1.7812, 1.2980], [-1.8052, 0.6986, 1.4331], [2.2615, 1.5486, 0.0753], [1.2738, -1.7771, -1.2585], [0.9719, -1.7599, 0.4942], [-0.9356, -1.1294, -1.8357], [-1.4008, -1.5597, -0.1706]],
  "atomic_forces_ev_per_a": [[-0.105, 0.122, 0.043], [0.648, -0.244, -0.284], [-0.067, -0.033, 0.133], [0.177, 0.177, -0.031], [-0.061, 0.088, -0.109], [-0.751, 0.107, 0.028], [-0.128, -0.439, 0.238], [-0.103, 0.115, -0.296], [-0.116, -0.084, -0.107], [0.009, 0.091, 0.163], [0.326, -0.293, 0.172], [-0.141, -0.021, 0.046], [0.003, 0.273, -0.118], [0.069, 0.109, 0.173], [0.241, 0.032, -0.050]],
  "gap_ha": 0.32433,
  "de_lowest_ev": 3.416,
  "charge": 0,
  "mol_weight_da": 100.1
}

---

{
  "formula": "C5H8O2",
  "method": "ωB97M-V with the def2-TZVPD basis set",
  "symbols": ["O", "C", "C", "C", "C", "C", "O", "H", "H", "H", "H", "H", "H", "H", "H"],
  "xyz": [[-0.4698, 2.2957, 0.6106], [0.3102, 1.4236, 1.0583], [-0.5536, -0.4240, 0.6474], [-0.7647, -0.4243, -0.7369], [0.4717, -1.2734, -1.0403], [0.6970, -1.2162, 0.4906], [1.5484, -1.6319, 1.2302], [-0.6457, 1.7726, -0.7504], [0.2906, 1.1456, 2.1171], [1.2648, 1.2382, 0.5350], [-1.2818, -0.3758, 1.4493], [-1.6927, -0.4145, -1.2961], [-0.6027, 1.0945, -1.2699], [1.2526, -0.9194, -1.7193], [0.1757, -2.2906, -1.3257]],
  "atomic_forces_ev_per_a": [[0.281, -0.159, -0.072], [0.110, 0.268, 0.055], [-0.198, -0.253, 0.024], [-0.189, -0.069, 0.100], [0.130, -0.035, -0.144], [0.243, -0.057, 0.284], [-0.390, 0.109, -0.346], [0.017, -0.106, 0.059], [-0.098, 0.058, -0.114], [-0.079, -0.008, 0.127], [0.130, 0.056, -0.071], [0.110, -0.022, 0.128], [-0.047, -0.014, -0.118], [-0.151, 0.098, 0.115], [0.131, 0.134, -0.027]],
  "gap_ha": 0.34769,
  "de_lowest_ev": 5.274,
  "charge": 0,
  "mol_weight_da": 100.1
}

---

{
  "formula": "C5H8O2",
  "method": "ωB97M-V with the def2-TZVPD basis set",
  "symbols": ["O", "C", "C", "C", "C", "O", "C", "H", "H", "H", "H", "H", "H", "H", "H"],
  "xyz": [[-0.1392, -1.7804, -1.0550], [0.7979, -0.7168, -1.1453], [0.5051, 0.3880, -0.1372], [0.1502, -0.0564, 1.3070], [-1.0487, 0.8840, 1.2369], [-1.7958, 1.3380, 2.0608], [-0.8692, 1.0991, -0.2625], [0.3180, -2.5489, -0.6976], [1.8185, -1.0942, -1.0011], [0.7441, -0.3030, -2.1610], [1.3259, 1.1145, -0.1487], [-0.1938, -1.0974, 1.3296], [0.8670, 0.1168, 2.1140], [-1.5964, 0.5176, -0.8404], [-0.8835, 2.1392, -0.5997]],
  "atomic_forces_ev_per_a": [[0.080, -0.181, 0.044], [0.253, 0.258, -0.048], [0.115, -0.047, -0.110], [0.064, -0.062, 0.125], [-0.336, 0.106, 0.330], [0.355, -0.178, -0.379], [-0.099, 0.100, -0.069], [-0.208, 0.095, -0.068], [-0.111, 0.067, -0.006], [0.006, -0.062, 0.142], [-0.119, -0.130, -0.011], [0.029, 0.151, 0.035], [-0.094, -0.011, -0.114], [0.073, 0.037, 0.096], [-0.008, -0.143, 0.035]],
  "gap_ha": 0.37253,
  "de_lowest_ev": 1.189,
  "charge": 0,
  "smiles": "O=C1CC(CO)C1",
  "mol_weight_da": 100.1
}

---

{
  "formula": "C5H8O2",
  "method": "ωB97M-V with the def2-TZVPD basis set",
  "symbols": ["C", "C", "C", "C", "O", "C", "O", "H", "H", "H", "H", "H", "H", "H", "H"],
  "xyz": [[-1.5514, -0.3769, -0.9227], [-0.7859, -0.3924, 0.3696], [0.1167, 1.2141, 0.4317], [1.1296, 0.3137, 0.9140], [1.2244, -0.0650, 2.0689], [1.9364, -0.3460, -0.1963], [1.9175, -0.0144, -1.3573], [-2.1398, 0.5351, -0.9069], [-2.2023, -1.2480, -1.0601], [-0.8448, -0.3475, -1.7623], [-0.1852, -1.3465, 0.4025], [-1.3431, -0.4391, 1.3075], [0.2166, 1.5570, -0.6042], [-0.0603, 2.0976, 1.0990], [2.5716, -1.1419, 0.2165]],
  "atomic_forces_ev_per_a": [[-0.196, 0.257, -0.047], [-0.235, 0.834, -0.084], [-0.618, -1.069, -0.108], [0.574, 0.281, 0.516], [0.909, 0.252, -0.195], [0.719, 0.017, -0.290], [-0.058, -0.271, 0.732], [-0.327, -0.017, -0.478], [0.101, 0.126, 0.156], [-0.225, 0.069, 0.136], [0.067, 1.389, -0.010], [-0.159, 0.353, -0.212], [0.050, -0.426, 0.295], [-0.842, -1.469, -0.190], [0.237, -0.326, -0.221]],
  "gap_ha": 0.34868,
  "de_lowest_ev": 2.639,
  "charge": 0,
  "smiles": "CCCC(=O)C=O",
  "mol_weight_da": 100.1
}

---

{
  "formula": "C5H8O2",
  "method": "ωB97M-V with the def2-TZVPD basis set",
  "symbols": ["C", "C", "C", "C", "C", "O", "O", "H", "H", "H", "H", "H", "H", "H", "H"],
  "xyz": [[-0.4090, 0.8480, -0.0546], [-2.6320, -0.0099, 0.0573], [1.0408, 0.4699, -0.0168], [1.9408, 1.4311, 0.1610], [1.3676, -0.9805, -0.1709], [-0.8105, 1.9802, -0.1750], [-1.2184, -0.2209, 0.0573], [-3.0626, -0.6349, -0.7244], [-2.8471, 1.0432, -0.1341], [-3.0216, -0.3047, 1.0307], [1.6322, 2.4575, 0.2653], [2.9967, 1.2224, 0.2064], [2.4424, -1.1354, -0.1294], [0.9891, -1.3494, -1.1231], [0.8888, -1.5570, 0.6180]],
  "atomic_forces_ev_per_a": [[2.137, -1.143, 0.130], [0.137, 0.324, -0.130], [-8.056, -6.080, -1.152], [5.965, 6.173, 1.003], [0.300, 0.799, 0.148], [-0.126, 1.210, 0.007], [-0.247, -0.766, -0.012], [-0.006, 0.023, 0.057], [-0.058, -0.176, 0.033], [-0.014, 0.000, -0.026], [-0.002, 0.088, -0.016], [0.083, -0.020, 0.008], [0.086, -0.076, -0.015], [-0.091, -0.176, -0.084], [-0.107, -0.182, 0.051]],
  "multiplicity": 3,
  "s2": 2.0078,
  "gap_ha": [0.25370, 0.27477],
  "de_lowest_ev": 0.000,
  "charge": 0,
  "mol_weight_da": 100.1
}

---

{
  "formula": "C5H8O2P",
  "method": "ωB97M-V with the def2-TZVPD basis set",
  "symbols": ["C", "C", "C", "C", "C", "O", "O", "P", "H", "H", "H", "H", "H", "H", "H", "H"],
  "xyz": [[-0.0307, -1.5440, -0.5103], [0.8169, -0.6215, -0.1622], [0.3265, 0.7401, -0.1646], [-1.0789, 1.0006, 0.4170], [2.2740, -0.6736, 0.1186], [-3.5439, -0.3601, 0.9512], [-3.2112, 0.3524, -1.3719], [-2.5377, -0.0304, -0.1262], [0.1384, -2.5854, -0.8184], [1.0445, 1.4027, 0.5148], [0.3492, 1.3786, -1.1362], [-1.0295, 0.8945, 1.5660], [-1.3889, 1.9990, 0.2375], [2.3956, 0.1607, 0.8568], [2.8950, -0.3807, -0.7014], [2.5807, -1.7329, 0.3292]],
  "atomic_forces_ev_per_a": [[-2.831, -0.913, -0.547], [0.492, -0.600, -1.006], [-0.512, 5.240, 0.777], [0.158, -1.364, 2.097], [0.325, -0.742, 0.619], [2.056, -0.319, 0.044], [0.878, 0.332, -1.693], [-0.285, -0.464, 1.393], [0.335, 0.277, 0.630], [-1.371, -1.015, -1.063], [0.263, -1.632, 0.941], [-0.237, -0.096, -1.699], [-0.286, 1.121, -0.312], [0.739, -1.391, 0.191], [0.317, 0.397, -0.962], [-0.040, 1.169, 0.589]],
  "gap_ha": [0.25661, 0.25667],
  "de_lowest_ev": 2.462,
  "charge": -1,
  "mol_weight_da": 131.1
}

---

{
  "formula": "C5H8O2S",
  "method": "ωB97M-V with the def2-TZVPD basis set",
  "symbols": ["C", "C", "C", "C", "C", "H", "H", "H", "H", "H", "H", "H", "H", "O", "O", "S"],
  "xyz": [[-0.2355, 1.6355, -0.3115], [-0.2879, 0.1312, -0.0003], [-1.5521, -0.5927, -0.4642], [0.8809, -0.6486, 0.2812], [2.2517, -0.0592, 0.4010], [-0.1488, 1.9592, -1.3090], [-1.2187, 2.0035, 0.0532], [0.5167, 2.0541, 0.2412], [-1.6786, -0.4506, -1.5450], [-2.4690, -0.2871, 0.0293], [-1.4584, -2.0064, 0.7964], [0.9188, -1.6980, 0.0499], [2.3297, 0.9054, 0.9001], [-1.3982, -1.9996, -0.1749], [0.0119, -0.2202, 1.3183], [3.5377, -0.7265, -0.2657]],
  "atomic_forces_ev_per_a": [[-2.880, -1.779, 0.801], [-1.772, 1.791, -1.290], [0.877, -1.232, -0.585], [2.241, -0.433, 0.408], [-0.635, 0.315, -0.653], [0.187, -0.195, -1.467], [0.619, 0.183, -0.099], [1.812, 1.242, 1.458], [0.018, -0.263, 0.194], [0.074, 0.753, 0.192], [0.141, -0.400, -0.400], [-0.303, -0.302, -0.007], [-0.110, -0.103, 0.184], [-0.518, 0.768, 0.165], [-0.167, -0.107, 1.166], [0.414, -0.238, -0.068]],
  "gap_ha": 0.31474,
  "de_lowest_ev": 2.245,
  "charge": 0,
  "smiles": "C[C@]1(CO)O[C@@H]1C=S",
  "mol_weight_da": 132.2
}

---

{
  "formula": "C5H8O2S",
  "method": "ωB97M-V with the def2-TZVPD basis set",
  "symbols": ["C", "C", "C", "C", "C", "O", "O", "S", "H", "H", "H", "H", "H", "H", "H", "H"],
  "xyz": [[0.6760, 0.5015, -0.5757], [0.0263, -0.5749, -1.5184], [0.4531, -0.4656, 1.5988], [-0.0057, 0.6722, 0.7226], [-0.5488, -1.7643, -0.7073], [-1.8284, -2.2912, -0.6594], [-1.4256, 0.6856, 0.6303], [-0.6011, -3.4518, -1.0469], [1.6695, 0.2354, -0.2930], [0.7691, 1.3830, -1.3858], [-0.7946, -0.0174, -1.9632], [0.8170, -1.0731, -1.9882], [1.3911, -1.0143, 1.4921], [-0.2944, -0.7823, 2.2229], [0.2530, 1.5894, 1.1082], [-1.8392, -0.0744, 1.0309]],
  "atomic_forces_ev_per_a": [[0.101, 0.912, -4.120], [-1.431, -0.197, 3.739], [0.639, 0.541, -2.043], [-0.886, -2.420, 0.209], [-0.086, 0.810, 0.492], [0.564, 1.039, -0.162], [-0.143, 0.856, -0.523], [0.293, -0.615, -0.109], [0.972, -0.200, -0.306], [-0.246, -1.174, 2.467], [0.172, -0.651, -1.002], [0.805, -0.062, -1.979], [-0.351, 0.447, 0.125], [-1.313, -1.112, 1.884], [0.762, 2.313, 1.191], [0.148, -0.487, 0.137]],
  "gap_ha": [0.30852, 0.29143],
  "de_lowest_ev": 6.400,
  "charge": 0,
  "mol_weight_da": 132.2
}